1.
C4H7NO3 | ωB97M-V/def2-TZVPD

Last column: Mulliken charge in e.
Geometry (Å):
C 0.076 -0.536 0.726  -0.055
C 0.105 -0.715 2.205  -1.170
N 1.116 0.044 0.114  -0.047
C -1.080 0.837 -1.494  0.683
C 1.224 0.376 -1.176  -0.284
O -2.129 0.326 -2.140  -0.454
O -1.086 1.856 -0.886  -0.497
O 0.117 0.166 -1.949  -0.338
H -1.856 -0.466 -2.625  0.354
H 1.856 0.406 0.709  0.227
H -0.540 -1.196 0.137  0.360
H 1.885 1.183 -1.451  0.343
H 0.348 -1.742 2.496  0.262
H 0.830 -0.062 2.691  0.327
H -0.865 -0.478 2.645  0.289

- Orbital gap: 7.5 eV
- Energy relative to the best compared isomer or geometry (same formula, charge and spin): 3.419 eV
- Calculated total energy: -11891.8580 eV
- Highest occupied orbital energy: -6.8 eV
- 2S+1: 1
- Net charge: 0

=====

2.
C5H8O2 | ωB97M-V/def2-TZVPD

Last column: Mulliken charge in e.
Geometry (Å):
C 1.609 0.478 0.809  -0.811
C 0.903 0.435 -0.937  -0.271
O 0.370 -0.769 -1.269  -0.213
C -0.796 -1.253 -0.597  -0.439
C -1.612 -0.109 -0.045  -0.367
O -0.825 0.598 0.893  -0.417
C 0.349 1.109 0.313  -0.010
H 1.478 -0.401 1.432  0.286
H 2.435 1.137 1.062  0.364
H 2.054 0.248 -0.455  0.262
H -0.491 -1.920 0.220  0.272
H -1.354 -1.829 -1.341  0.321
H -1.948 0.554 -0.858  0.305
H -2.490 -0.476 0.495  0.343
H 0.318 2.199 0.277  0.375

- Orbital gap: 9.1 eV
- Energy relative to the best compared isomer or geometry (same formula, charge and spin): 4.743 eV
- Calculated total energy: -9405.0888 eV
- Highest occupied orbital energy: -8.0 eV
- 2S+1: 1
- Net charge: 0

=====

3.
C4H12NO2 | ωB97M-V/def2-TZVPD

Last column: Mulliken charge in e.
Geometry (Å):
C -1.785 0.422 0.384  -0.943
N -0.400 0.549 0.854  -0.548
C 0.496 1.617 -1.184  -1.743
C 0.627 0.461 -0.191  0.482
C 0.717 -0.910 -0.874  -0.549
O 1.416 -1.834 -0.111  -0.650
H -2.065 1.310 -0.194  0.276
H -1.945 -0.410 -0.307  0.270
H -2.420 0.277 1.245  0.365
H -0.233 -0.270 1.470  0.546
H 1.447 1.886 -1.649  0.436
H 0.198 2.515 -0.628  0.428
H -0.263 1.398 -1.927  0.331
H 1.557 0.530 0.365  0.257
H 1.212 -0.800 -1.853  0.350
H -0.297 -1.291 -1.090  0.154
H 0.874 -1.935 0.761  0.453
H 0.725 -1.680 2.842  0.182
O 0.141 -1.833 2.088  -1.097

- Orbital gap: 7.7 eV
- Energy relative to the best compared isomer or geometry (same formula, charge and spin): 0.311 eV
- Calculated total energy: -9927.9132 eV
- Highest occupied orbital energy: -3.6 eV
- 2S+1: 1
- Net charge: -1

=====

Please write out number 3 again, unchanged.
C4H12NO2 | ωB97M-V/def2-TZVPD

Last column: Mulliken charge in e.
Geometry (Å):
C -1.785 0.422 0.384  -0.943
N -0.400 0.549 0.854  -0.548
C 0.496 1.617 -1.184  -1.743
C 0.627 0.461 -0.191  0.482
C 0.717 -0.910 -0.874  -0.549
O 1.416 -1.834 -0.111  -0.650
H -2.065 1.310 -0.194  0.276
H -1.945 -0.410 -0.307  0.270
H -2.420 0.277 1.245  0.365
H -0.233 -0.270 1.470  0.546
H 1.447 1.886 -1.649  0.436
H 0.198 2.515 -0.628  0.428
H -0.263 1.398 -1.927  0.331
H 1.557 0.530 0.365  0.257
H 1.212 -0.800 -1.853  0.350
H -0.297 -1.291 -1.090  0.154
H 0.874 -1.935 0.761  0.453
H 0.725 -1.680 2.842  0.182
O 0.141 -1.833 2.088  -1.097

- Orbital gap: 7.7 eV
- Energy relative to the best compared isomer or geometry (same formula, charge and spin): 0.311 eV
- Calculated total energy: -9927.9132 eV
- Highest occupied orbital energy: -3.6 eV
- 2S+1: 1
- Net charge: -1